(1)
Below is one molecule with the formula C4H8N2OS, with properties calculated with ωB97M-V with the def2-TZVPD basis set.

Structure (ORCA input):
```
! wB97M-V def2-TZVPD RIJCOSX def2/J DEFGRID3
* xyz 0 1
H -1.850 -1.962 -0.687
N -0.877 -1.679 -0.486
C -0.877 -0.425 -0.205
N -1.892 0.501 0.008
O -3.156 -0.033 0.287
C 0.494 0.262 -0.112
C 0.583 1.600 -0.427
C 1.608 -0.774 0.097
S 3.306 -0.221 0.073
H -1.710 1.291 0.630
H -3.116 -0.644 1.027
H -0.284 2.184 -0.732
H 1.571 2.011 -0.635
H 1.449 -1.418 0.967
H 1.592 -1.418 -0.795
H 3.159 0.726 0.990
*
```

Results
SMILES: [H]/N=C(\NO)C(=C)CS

Listed below, in e, are the Mulliken charges computed for each atom: H 0.2776; N -0.6333; C 0.2288; N -0.2381; O -0.4401; C 0.5178; C -1.0893; C -0.4900; S -0.2179; H 0.3078; H 0.3279; H 0.4012; H 0.2888; H 0.3579; H 0.2932; H 0.1076

=====

(2)
Below is one molecule with the formula C4H8N2OS, with properties calculated with ωB97M-V with the def2-TZVPD basis set.

Structure (ORCA input):
```
! wB97M-V def2-TZVPD RIJCOSX def2/J DEFGRID3
* xyz 0 1
C 1.108 1.102 -0.097
C 1.707 -0.095 0.137
C -0.409 1.202 -0.431
C 1.094 -1.450 0.199
N -1.134 0.474 0.600
N 1.713 -2.494 -0.057
O -2.460 -0.809 -1.020
S -2.516 -0.446 0.389
H 1.626 2.122 -0.155
H 2.736 -0.108 0.167
H -0.872 2.208 -0.320
H -0.710 0.638 -1.392
H -0.049 -1.514 0.270
H -0.991 0.822 1.576
H 2.719 -2.320 -0.225
H -3.562 0.669 0.358
*
```

Listed below, in e, are the Mulliken charges computed for each atom: C -0.4780; C -0.2127; C -0.4679; C 0.2486; N -0.3210; N -0.5908; O -0.5365; S 0.3387; H 0.2879; H 0.3631; H 0.3595; H 0.2829; H 0.1638; H 0.2368; H 0.2214; H 0.1042

=====

Looking at gap between HOMO and LUMO for the records above, in order, we have 9.778 9.507 eV.
Looking at maximum force for the records above, in order, we have 2.7 3.4 eV/A.
Looking at ΔE to the lowest compared entry with this formula, charge and spin for the records above, in order, we have 280.8 366.8 kJ/mol.